16
Properties=species:S:1:pos:R:3:forces:R:3:lowdin_charge:R:1 method="wB97M-V/def2-TZVPD" spin_multiplicity=1 e_lumo_ev=0.75 charge=0 homo_ev=-7.21 de_lowest_kj_mol=597.6 total_energy_ev=-6377.665
C -0.47912 0.83266 -0.00686 -0.19 0.23 0.05 -0.289
C -0.92622 1.26807 1.40026 -0.01 0.00 0.08 -0.103
H 2.38391 -0.58535 -1.26963 -0.19 -0.03 0.10 0.114
H -2.01986 1.21419 1.48088 0.16 0.00 0.01 0.072
C 1.38690 -0.95437 -1.01161 0.12 0.14 -0.05 -0.195
H -0.62386 2.30319 1.59987 -0.05 -0.17 -0.04 0.070
H -1.49675 -1.25050 -0.12157 0.13 0.14 -0.02 0.141
H 1.30328 -2.03440 -1.22797 -0.02 0.05 -0.04 0.140
H -0.12175 0.20133 -2.38982 0.03 -0.13 0.20 0.113
H -0.48420 0.62389 2.16884 -0.05 0.09 -0.13 0.076
H 0.97639 -1.70975 1.14811 -0.03 0.11 -0.14 0.089
C 0.14536 -0.37160 -1.50987 0.11 -0.06 -0.17 -0.066
C -0.58194 -0.67493 -0.25723 -0.07 -0.01 0.07 -0.297
C 0.77311 -0.94268 0.39465 0.01 -0.38 0.16 -0.124
H 0.74124 0.59519 0.33967 -0.05 0.12 -0.16 0.157
H -0.97648 1.48505 -0.73771 0.10 -0.11 0.07 0.101

15
Properties=species:S:1:pos:R:3:forces:R:3:lowdin_charge:R:1 method="wB97M-V/def2-TZVPD" spin_multiplicity=1 e_lumo_ev=0.85 charge=0 homo_ev=-7.43 de_lowest_kj_mol=470.2 total_energy_ev=-7827.447
H 3.47805 0.84410 -0.76550 -0.40 1.32 -0.56 0.039
H -2.40420 -0.77517 -1.23395 0.25 -0.37 -0.03 0.083
N -2.04756 -1.37765 -0.50354 0.28 0.09 0.01 0.056
H 2.23303 1.32399 1.25478 -0.01 0.34 -0.19 0.044
H -0.71099 0.99928 1.35940 1.29 -0.27 0.02 0.107
C 1.79757 0.61239 0.55293 3.94 -0.89 -0.56 -0.128
O -1.55464 1.39688 -0.41132 0.38 0.07 -0.73 -0.064
C 2.46611 0.48343 -0.64984 -1.01 -0.32 1.91 -0.052
H 1.64100 -0.30117 1.12528 -1.94 0.10 -0.59 0.054
H -1.93657 -2.35291 -0.73093 -0.12 0.17 -0.20 0.086
C -1.10725 -0.82882 0.34232 0.39 2.46 0.14 -0.186
H 2.12473 -0.20529 -1.40420 0.07 -0.57 0.07 0.031
H -0.70149 -1.47988 1.10028 0.15 -0.13 -0.03 0.104
C -0.79649 0.52838 0.38514 -3.23 -1.98 0.64 -0.249
H -2.48128 1.13246 -0.42085 -0.03 -0.02 0.10 0.075

11
Properties=species:S:1:pos:R:3:forces:R:3:lowdin_charge:R:1 method="wB97M-V/def2-TZVPD" spin_multiplicity=1 e_lumo_ev=0.95 charge=0 homo_ev=-8.05 de_lowest_kj_mol=159.0 total_energy_ev=-17212.130
H -0.57725 -1.34272 1.44246 0.71 -0.43 -0.27 0.094
F 0.45753 -1.86244 -0.24187 -0.11 0.16 -0.14 -0.080
H -0.47735 1.21548 0.92758 -0.04 -0.94 0.44 0.036
H 1.35703 -1.32667 1.54081 -2.07 -0.23 -1.04 0.121
C 0.37942 -1.17927 0.91379 1.39 3.69 2.59 -0.228
H 1.28279 1.21596 1.25616 -1.43 -1.76 -1.16 0.093
H -0.96755 0.01928 -2.47036 -0.24 0.75 1.14 0.049
C 0.42175 0.62134 0.70165 0.97 -1.51 0.54 -0.473
H -1.51666 1.31813 -1.48891 -0.91 1.09 -0.56 -0.007
N -0.97617 0.50164 -1.54933 0.91 -1.89 -0.44 -0.339
S 0.61647 0.81927 -1.03199 0.82 1.07 -1.10 0.733

20
Properties=species:S:1:pos:R:3:forces:R:3:lowdin_charge:R:1 method="wB97M-V/def2-TZVPD" spin_multiplicity=1 e_lumo_ev=0.52 charge=0 homo_ev=-9.77 de_lowest_kj_mol=0.0 total_energy_ev=-54327.967
H -2.09986 1.75573 2.73115 -0.67 1.34 0.60 0.090
C -0.76390 1.23186 1.15008 0.10 1.37 -0.48 -0.024
H 0.02089 -1.85424 3.11516 0.36 -0.95 0.46 0.092
N 0.37047 -0.81902 1.35568 -0.67 -2.18 1.68 0.128
H 0.61387 1.26344 -1.04549 0.01 0.73 -0.25 0.080
C -1.36903 1.10590 2.36874 0.43 -2.02 -0.43 -0.059
H -0.70033 2.17402 0.60615 -0.69 -0.17 -0.03 0.120
H 1.66237 -0.05999 -0.57692 -0.52 0.19 0.08 0.072
Cl 1.02260 1.61209 -3.87880 -0.13 -0.56 0.33 0.310
C -0.03123 -0.64448 -1.71436 0.12 -0.97 -0.16 -0.312
H -1.06227 -0.43443 -1.94433 -0.40 0.54 -0.19 0.089
H -1.76912 -0.34742 3.96321 1.22 0.41 -1.34 0.130
C -0.24118 -1.00116 2.55545 0.53 0.87 -1.46 -0.119
Cl 0.74772 -1.68948 -4.64334 0.12 0.77 0.52 0.229
Si 1.11724 -0.30019 -3.09691 0.35 -1.39 -1.93 -0.538
H -0.05431 -1.68319 -1.33296 0.47 0.30 -0.49 0.109
C -0.01564 0.18982 0.64095 1.09 0.89 -0.20 -0.332
C -1.14858 -0.10470 3.03079 -1.94 0.13 2.11 -0.085
C 0.60839 0.24526 -0.70654 0.63 0.59 1.35 -0.307
Cl 3.09190 -0.63984 -2.57773 -0.40 0.12 -0.16 0.326

91
Properties=species:S:1:pos:R:3:forces:R:3:lowdin_charge:R:1 method="wB97M-V/def2-TZVPD" spin_multiplicity=1 e_lumo_ev=2.68 charge=-1 homo_ev=-4.54 total_energy_ev=-54634.992
H -6.58685 3.42457 5.80400 0.00 -0.03 0.00 0.107
C 5.26043 2.92666 -2.16094 0.06 -0.17 -0.23 -0.208
H 5.68402 2.96374 -3.17436 0.02 0.09 0.02 0.116
H 2.79437 0.31055 -6.29898 -0.01 0.01 0.00 0.110
H -0.91882 -2.65621 -0.59919 0.42 0.77 -0.01 0.101
O -4.41315 2.83233 3.39894 -0.21 0.07 0.17 -0.154
H 0.43983 -5.83029 1.73733 -0.25 0.02 0.30 0.105
C 2.63394 -0.94521 -4.54901 -0.16 -0.05 0.00 -0.165
C 6.47087 1.63856 -0.63595 -0.19 -0.05 0.12 -0.212
H 5.32803 4.14076 -0.38861 -0.05 0.00 -0.04 0.116
C 1.18415 -5.60510 0.98551 0.38 -0.06 -0.85 -0.223
H -3.06398 -3.47173 -2.28185 -0.23 -0.37 -0.37 0.094
C -1.33450 -3.52595 -1.06038 -0.68 -1.42 0.44 -0.201
H -5.03421 -2.45002 0.37264 -0.19 -0.62 0.20 0.100
C -2.24628 0.90462 1.80271 0.02 -0.68 0.28 -0.230
C 1.00684 0.66458 -5.14196 -0.12 -0.04 0.12 -0.203
H -2.17050 0.98476 0.72568 -0.04 -0.04 -0.40 0.081
C -0.84498 0.83120 2.36902 0.19 0.35 -0.30 -0.344
H -3.46164 -2.72114 1.18092 0.04 -0.48 0.27 0.098
P 0.96409 4.01492 -1.36039 0.00 -1.09 1.12 0.340
O 2.52308 4.59129 -1.42578 -0.31 0.11 -0.85 -0.267
C 0.57148 -4.88238 -0.22144 -0.62 0.08 0.76 -0.217
H 1.57843 -6.55550 0.64134 0.06 -0.43 0.05 0.102
H 6.30309 4.79552 -1.70853 0.01 -0.01 -0.02 0.110
In 0.91408 1.77001 -0.11059 0.01 -0.51 0.30 0.394
C -4.03680 -2.06326 0.54702 -0.35 1.30 0.04 -0.213
H -7.16857 2.26011 3.73136 0.00 0.00 -0.01 0.111
C 5.98320 3.87560 -1.22009 -0.04 -0.01 0.17 -0.169
H 7.93674 2.98631 -1.47162 0.01 -0.01 0.01 0.107
C 0.06391 1.98741 1.94131 0.14 -0.60 -0.78 -0.331
H -4.08696 -1.61552 -1.54668 -0.32 0.21 -0.25 0.102
H -4.79215 1.91433 5.19875 -0.01 0.02 0.07 0.116
C 7.13594 3.00588 -0.72690 0.09 0.02 -0.12 -0.177
H 0.04724 0.15834 -4.98586 0.00 -0.01 -0.06 0.121
H -3.56521 0.04265 3.15237 -0.04 -0.24 0.59 0.089
C -6.73001 3.25353 3.61039 -0.02 -0.11 0.04 -0.173
H 2.53382 1.01700 -0.08348 -0.14 0.12 -0.04 -0.116
H -4.42470 0.04916 0.57473 -0.17 0.41 -0.15 0.103
H -0.87611 -3.71420 -2.01946 0.28 0.34 -0.44 0.105
C -5.56256 3.19682 2.63376 0.09 0.10 -0.06 -0.195
H 3.62263 -1.36840 -4.72164 0.02 0.03 0.00 0.109
H 1.58209 -0.96238 -6.48807 -0.02 -0.01 0.01 0.106
C 2.34810 -4.81097 1.55438 -0.06 -0.76 -0.01 -0.268
H 0.96755 -3.87733 -0.23668 0.32 0.40 -0.11 0.101
H -2.58972 -1.23404 -0.76113 0.55 0.16 -0.23 0.096
H 1.97477 -1.74531 -4.20275 0.01 0.00 0.01 0.112
C 2.02897 -0.26864 -5.77633 0.11 0.04 -0.04 -0.175
H -0.24819 0.77069 -1.00756 0.02 -0.04 -0.13 -0.100
H -5.37727 4.17434 2.17627 -0.06 -0.01 -0.03 0.121
C 2.65167 0.19234 -3.53895 0.09 0.14 0.06 -0.185
H 1.97642 -3.94841 2.08597 -0.11 0.36 0.18 0.109
C -3.37418 -1.97329 -0.81983 0.09 -0.60 0.72 -0.199
H 0.84289 -5.34177 -1.16076 0.22 -0.22 -0.31 0.109
H 2.55893 -0.14761 -2.50894 -0.07 0.13 0.05 0.096
O 0.56757 3.81519 -2.93418 0.43 -0.01 -0.18 -0.242
H -5.85816 4.75400 4.89563 0.01 0.00 0.00 0.112
H 2.77303 -6.44341 2.94102 -0.19 -0.33 0.04 0.064
H 4.11272 -6.03592 1.85624 0.17 -0.35 -0.23 0.064
H 3.56345 0.79092 -3.62473 0.04 -0.07 0.05 0.113
O 5.46675 1.60435 -1.64737 0.20 0.15 -0.08 -0.158
H -7.51641 3.93550 3.28972 0.01 0.03 0.00 0.108
H 5.98396 1.49680 0.33532 0.06 0.01 0.02 0.118
H 2.91534 -4.46058 0.70937 0.27 0.45 -0.34 0.101
H -2.47174 -1.15522 2.49416 0.35 -0.44 0.05 0.096
H 0.88311 2.03929 2.64036 0.39 0.34 0.25 0.008
H -0.87167 0.79256 3.45698 -0.26 -0.10 0.36 0.096
C 3.28260 -5.64280 2.42226 -0.12 0.61 0.42 -0.115
H -3.88978 3.43868 5.29731 0.05 -0.01 -0.04 0.119
H -3.38339 -4.13742 -0.69406 -0.27 -0.31 0.21 0.096
C -4.23420 -0.72306 1.30817 0.48 -0.87 -0.26 -0.198
H -0.45322 -0.13168 2.04909 0.39 -0.27 -0.05 0.083
H 2.68474 4.86668 -2.34184 0.08 0.11 0.21 0.045
H -1.45857 -5.61234 -0.46000 -0.25 -0.28 0.09 0.109
H -5.70891 2.46559 1.83816 0.07 -0.03 -0.01 0.116
H 0.83047 1.56536 -5.73235 -0.01 0.04 0.04 0.117
C -0.94041 -4.70843 -0.16351 0.42 0.77 -0.45 -0.219
H -1.20835 -4.41638 0.84281 -0.29 -0.29 0.49 0.107
O 1.53285 1.03379 -3.86755 0.03 0.01 -0.16 -0.189
H 0.72828 2.87740 -3.14481 0.06 0.05 -0.16 0.007
C -6.03274 3.67567 4.90020 0.01 0.10 -0.02 -0.175
O 0.06595 4.98358 -0.71259 -0.34 0.90 -0.05 -0.405
C -4.70973 2.92867 4.79105 0.01 -0.13 -0.04 -0.203
H 3.70159 -5.00705 3.19029 0.31 0.12 0.29 0.061
H -0.47448 2.92043 1.91950 -0.24 0.46 0.31 0.018
C -3.09065 -0.30901 2.24552 -0.48 1.06 -0.46 -0.194
H -2.74660 1.78014 2.18601 -0.09 0.46 -0.15 0.086
H 7.17118 0.81588 -0.79602 -0.03 -0.03 -0.03 0.111
H -5.12630 -0.86027 1.90278 -0.43 0.16 0.17 0.088
C -2.84945 -3.36710 -1.22794 0.45 1.23 -0.69 -0.197
H 4.19563 3.13298 -2.21601 -0.07 -0.13 0.08 0.089
H 7.56134 3.33321 0.22134 -0.02 0.00 0.02 0.106